Model P:
Computed, not measured: 15 unconnected molecules or ions with the total composition C15H60O15, with wB97M-V/def2-TZVPD.

ORCA input file:
```
! RIJCOSX wB97M-V def2-TZVPD def2/J DEFGRID3
* xyz 0 1
C -26.0634 2.1368 -22.6210
O -27.1109 2.1404 -21.6759
H -26.2948 1.4985 -23.4770
H -25.8078 3.1346 -22.9820
H -25.1017 1.8426 -22.1765
H -27.3391 1.2289 -21.4815
C -22.7275 5.1326 -23.7539
O -23.6603 6.0228 -23.1856
H -21.8011 5.0666 -23.1783
H -23.0669 4.0894 -23.7841
H -22.4660 5.4508 -24.7672
H -24.2744 6.2749 -23.8943
C -24.6252 1.8384 -26.2018
O -25.7657 2.5089 -26.6997
H -23.7206 2.1003 -26.7590
H -24.4603 2.1430 -25.1610
H -24.7360 0.7507 -26.2439
H -25.4514 3.1543 -27.3684
C -20.4665 1.2473 -28.7975
O -19.7846 0.0431 -28.5115
H -19.8194 2.1147 -28.6365
H -20.8319 1.2851 -29.8333
H -21.3919 1.3108 -28.2262
H -18.9210 0.0600 -28.9279
C -26.0823 -0.6874 -29.1951
O -25.3444 -1.3406 -30.2271
H -26.1519 -1.3306 -28.3102
H -25.5620 0.2292 -28.9247
H -27.1123 -0.4574 -29.4800
H -25.7546 -2.1928 -30.3920
C -22.1188 1.3278 -22.0111
O -22.5339 1.4998 -23.3554
H -21.2115 1.9311 -21.9374
H -22.8659 1.6119 -21.2677
H -21.7843 0.3093 -21.7764
H -23.1962 0.8074 -23.5958
C -25.2873 5.4136 -28.7404
O -24.5730 4.2349 -28.3654
H -25.0975 5.6504 -29.7889
H -26.3575 5.2845 -28.5885
H -24.9532 6.2546 -28.1254
H -23.6208 4.4467 -28.4145
C -23.7260 1.8310 -30.6377
O -23.3092 0.5206 -30.9651
H -23.3474 2.5639 -31.3476
H -24.8192 1.8905 -30.7152
H -23.4745 2.1112 -29.6110
H -23.9406 -0.0908 -30.5569
C -27.6116 2.5565 -29.8123
O -28.1330 3.6642 -30.5360
H -26.6317 2.8098 -29.3866
H -28.2596 2.2030 -29.0081
H -27.4558 1.7626 -30.5453
H -28.6552 4.2117 -29.9383
C -20.9063 5.1456 -27.8584
O -21.8564 4.0921 -27.9041
H -19.9663 4.7401 -27.4707
H -20.7279 5.4844 -28.8782
H -21.1831 5.9951 -27.2288
H -21.7401 3.5165 -27.1274
C -28.1907 -0.0203 -25.9296
O -28.2669 1.2503 -26.5671
H -27.3561 -0.1075 -25.2267
H -29.1418 -0.1964 -25.4268
H -28.0186 -0.7922 -26.6912
H -27.4008 1.6804 -26.4482
C -29.2695 4.3779 -26.9715
O -29.7176 4.9604 -28.1858
H -30.0172 3.7131 -26.5256
H -28.3531 3.8144 -27.1074
H -29.1492 5.1593 -26.2105
H -30.5184 5.4621 -28.0252
C -26.2456 5.5948 -25.2327
O -25.5486 6.8294 -25.0709
H -26.6479 5.3667 -26.2198
H -25.5901 4.7564 -25.0011
H -27.0657 5.5936 -24.5093
H -26.0389 7.5263 -25.5131
C -19.8787 2.2563 -25.4605
O -21.2402 2.6336 -25.5522
H -19.3481 2.5650 -24.5547
H -19.7872 1.1606 -25.3950
H -19.3387 2.4716 -26.3801
H -21.6592 2.1774 -24.7927
C -24.4411 -1.5395 -23.1824
O -23.8915 -0.7062 -24.1920
H -23.7984 -2.3820 -22.9194
H -24.5671 -0.9460 -22.2786
H -25.4184 -1.9205 -23.4843
H -23.7758 -1.1946 -25.0116
*
```

Calculated values
LUMO, Ha: 0.00522

Results of the Mulliken charge analysis, in e, for atoms 1 through 5: 0.3471, -0.5786, -0.1684, 0.0985, 0.0063

Model Q:
Computed, not measured: 15 unconnected molecules or ions with the total composition C15H60O15, with wB97M-V/def2-TZVPD.

ORCA input file:
```
! RIJCOSX wB97M-V def2-TZVPD def2/J DEFGRID3
* xyz 0 1
C -10.6369 29.5837 -21.5348
O -10.2520 28.6011 -20.6244
H -11.2146 29.1318 -22.2942
H -9.7282 30.0934 -21.8986
H -11.2212 30.3221 -21.0569
H -9.8289 27.8189 -20.9980
C -7.7178 35.9248 -20.7329
O -8.1948 34.5914 -20.9986
H -7.2419 36.0534 -19.7792
H -8.5116 36.6420 -20.7748
H -6.8925 36.2509 -21.3945
H -7.4940 34.0886 -21.4438
C -5.5462 29.0645 -16.9834
O -6.8650 29.5992 -17.2962
H -5.5460 28.3352 -16.1960
H -4.8933 29.9135 -16.8874
H -5.2501 28.4156 -17.8234
H -7.3997 28.8674 -17.5993
C -8.5693 31.8766 -23.6436
O -10.0262 31.7243 -23.7360
H -8.1262 32.3561 -24.4652
H -8.1351 30.9408 -23.3730
H -8.2732 32.4368 -22.8241
H -10.2543 31.0917 -24.4148
C -5.9964 34.2516 -23.4598
O -5.9764 33.5889 -22.2367
H -6.1177 33.5141 -24.2399
H -5.0237 34.7087 -23.6479
H -6.7698 35.0680 -23.5058
H -5.1539 33.1230 -22.0940
C -6.6007 27.2259 -20.2705
O -7.4639 27.9771 -19.4669
H -6.8144 27.4468 -21.3151
H -6.7395 26.1806 -20.0667
H -5.5243 27.3901 -19.9640
H -7.0668 28.8841 -19.5656
C -6.3300 30.3670 -21.1001
O -5.9965 30.3143 -19.7443
H -5.6123 29.8023 -21.7355
H -6.3928 31.4186 -21.4206
H -7.2911 29.9114 -21.1610
H -5.1096 30.0036 -19.6721
C -3.0958 31.6047 -21.5984
O -3.3731 32.8859 -22.0941
H -2.0739 31.4754 -21.1965
H -3.2168 30.9191 -22.3648
H -3.8552 31.2856 -20.9017
H -2.5729 33.2617 -22.5010
C -2.8131 31.1647 -18.1214
O -3.1539 31.9666 -17.0405
H -2.4942 30.1775 -17.7804
H -2.0619 31.6288 -18.6967
H -3.6405 31.0303 -18.8230
H -2.3356 32.0801 -16.5660
C -2.7331 27.8921 -19.1603
O -3.5723 28.7260 -19.9754
H -2.0087 28.4366 -18.6762
H -2.3018 27.2025 -19.7937
H -3.3167 27.3270 -18.4606
H -3.7772 28.2082 -20.7267
C -5.8256 30.1940 -24.9464
O -5.4612 31.0235 -23.8239
H -6.7837 29.6458 -24.9187
H -5.0262 29.4887 -25.1310
H -5.8386 30.8251 -25.7642
H -4.5754 31.3329 -23.9997
C -8.4407 28.0887 -23.3320
O -8.9214 27.0886 -22.4945
H -9.2834 28.6983 -23.6171
H -7.9902 27.6251 -24.2128
H -7.6882 28.7625 -22.9143
H -9.0008 26.1988 -22.9423
C -8.7906 31.7887 -19.6659
O -7.9782 31.6616 -18.5357
H -9.5420 32.5136 -19.4027
H -9.2281 30.8148 -19.8967
H -8.2444 32.2194 -20.5292
H -7.1419 31.1833 -18.7774
C -5.3878 33.4563 -19.2701
O -5.4254 32.6606 -18.0708
H -6.3706 33.5081 -19.7097
H -4.7112 33.0261 -20.0036
H -5.0828 34.5268 -19.1533
H -4.5353 32.3928 -17.8158
C -4.4037 27.9973 -23.1973
O -3.8394 27.1929 -22.1820
H -3.9075 28.9606 -23.2550
H -5.4148 28.2289 -22.8775
H -4.2978 27.5570 -24.1841
H -3.1846 26.6425 -22.6575
*
```

Calculated values
LUMO, Ha: -0.00914

Results of the Mulliken charge analysis, in e, for atoms 1 through 5: -0.6821, -0.5957, 0.4079, 0.0943, 0.4070

Least stable = model Q

Model P:
Computed, not measured: a gas-phase ion, C7H16N (charge +1), with wB97M-V/def2-TZVPD.

ORCA input file:
```
! RIJCOSX wB97M-V def2-TZVPD def2/J DEFGRID3
* xyz 1 1
C -1.1094 -2.2496 0.9132
C -0.6426 -0.6831 0.8542
C -1.0310 0.1403 -0.3047
C -0.1144 1.3765 -0.5748
C 1.0403 0.8119 -2.6791
C 1.1117 0.9515 -1.3449
C 2.2828 0.5503 -0.5993
N -1.1867 0.0519 2.2027
H -2.2014 -2.4111 0.8299
H -0.6236 -2.6461 1.9031
H -0.4313 -2.7271 0.0859
H 0.4488 -0.7191 1.1708
H -0.9251 -0.3430 -1.3045
H -2.1536 0.4534 -0.2839
H -0.6071 2.3271 -0.9624
H 0.0769 1.7413 0.4219
H 1.9665 0.6324 -3.2480
H 0.2389 0.8669 -3.3230
H 2.8233 -0.1227 -1.2501
H 2.9923 1.3553 -0.2085
H 1.9388 -0.1255 0.2207
H -0.7442 0.9737 2.2049
H -2.2234 0.1663 2.1696
H -0.9261 -0.3716 3.1062
*
```

Calculated values
SMILES: C=C(C)CC[C@H](C)[NH3+]
LUMO, Ha: -0.13002

Results of the Mulliken charge analysis, in e, for atoms 1 through 5: -1.2081, -0.0332, -0.5652, -0.7732, -1.1182

Model Q:
Computed, not measured: 2 unconnected molecules or ions with the total composition C7H16N, with wB97M-V/def2-TZVPD.

ORCA input file:
```
! RIJCOSX wB97M-V def2-TZVPD def2/J DEFGRID3
* xyz 1 1
C 2.8785 0.7766 0.2075
C 2.2937 0.4433 -0.8531
C -0.6344 1.7624 -0.1149
C -2.3635 -0.0392 -0.0952
C 0.2878 -0.7592 1.3747
C -0.0403 -1.8955 -0.7667
C -0.8963 0.3243 -0.5736
N 0.0256 -0.6039 -0.0345
H 3.9083 1.2038 0.3247
H 2.2874 0.7933 1.1364
H 2.2103 0.3356 -1.8497
H 0.3922 2.1836 -0.3314
H -1.3777 2.5466 -0.4669
H -0.6884 1.8184 0.9732
H -3.0995 0.6468 -0.5792
H -2.4681 0.1573 0.9773
H -2.6474 -1.1069 -0.2595
H 0.6061 -1.7915 1.7522
H 0.9011 0.1038 1.6761
H -0.7835 -0.6248 1.7049
H 0.9272 -2.3221 -0.5353
H -0.7479 -2.5947 -0.2398
H -0.3133 -1.7133 -1.7780
H -0.6578 0.3555 -1.6495
*
```

Calculated values
LUMO (spin up / spin down), Ha: -0.22161 / -0.18809

Results of the Mulliken charge analysis, in e, for atoms 1 through 5: -0.3565, -0.0847, -1.2508, -1.2751, -0.8267

Least stable = model Q

Model P:
Computed, not measured: a molecular structure, C22H30F2N3Ru, with wB97M-V/def2-TZVPD.

ORCA input file:
```
! RIJCOSX wB97M-V def2-TZVPD def2/J DEFGRID3
* xyz 0 2
Ru 1.0027 0.4163 -0.3474
C 0.4225 0.2015 1.7318
C -0.2012 -0.8488 0.9995
C -1.1428 -0.2274 0.0628
C -0.9550 1.1707 0.2115
C -0.0113 1.4595 1.2537
C 0.3640 2.8404 1.7685
C -0.7756 3.8186 1.4629
C 1.6487 3.3568 1.1147
C 0.5659 2.7625 3.2856
C -2.2058 -0.7694 -0.9133
C -1.6118 -1.0421 -2.3014
C -3.3050 0.2992 -1.0733
C -2.9184 -2.0286 -0.4147
C 0.1798 -2.3149 1.2276
C -0.8914 -3.0222 2.0718
C 1.4842 -2.4103 2.0353
C 0.4240 -3.0414 -0.1007
H 1.1346 0.0579 2.5255
H -1.4734 1.9212 -0.3589
H -0.8785 3.9899 0.3899
H -0.5639 4.7817 1.9289
H -1.7313 3.4584 1.8487
H 1.5865 3.3379 0.0244
H 2.5174 2.7709 1.4135
H 1.8170 4.3910 1.4220
H -0.3269 2.3871 3.7895
H 0.7855 3.7560 3.6793
H 1.4050 2.1146 3.5442
H -1.2367 -0.1254 -2.7528
H -2.3825 -1.4508 -2.9572
H -0.7917 -1.7596 -2.2618
H -2.9547 1.1745 -1.6201
H -3.6963 0.6225 -0.1068
H -4.1294 -0.1231 -1.6483
H -2.2709 -2.8976 -0.3601
H -3.7146 -2.2689 -1.1202
H -3.3804 -1.8688 0.5616
H -1.0022 -2.5248 3.0378
H -0.5727 -4.0487 2.2627
H -1.8650 -3.0577 1.5974
H 1.3858 -1.9744 3.0302
H 2.3224 -1.9421 1.5199
H 1.7308 -3.4637 2.1684
H -0.4807 -3.1829 -0.6855
H 0.8440 -4.0280 0.1012
H 1.1470 -2.5053 -0.7206
N 1.1098 0.8622 -2.3264
C 1.3622 0.5099 -3.4130
C 1.6501 0.1314 -4.6937
C 0.5997 -0.4403 -5.4602
N -0.2834 -0.8914 -6.0479
C 2.9594 0.3074 -5.2117
N 4.0233 0.4579 -5.6264
F 3.7122 1.3231 -0.3349
C 2.9627 0.2942 0.1635
F 3.3131 -0.8391 -0.5668
H 3.2934 0.1222 1.1896
*
```

Calculated values
LUMO (spin up / spin down), Ha: -0.04518 / -0.06737

Results of the Mulliken charge analysis, in e, for atoms 1 through 5: 0.9787, -0.5596, 0.1676, 0.4817, -0.0450

Model Q:
Computed, not measured: a molecular structure, C22H30F2N3Ru, with wB97M-V/def2-TZVPD.

ORCA input file:
```
! RIJCOSX wB97M-V def2-TZVPD def2/J DEFGRID3
* xyz 0 2
Ru 0.4335 0.5267 -1.0735
C -1.6675 0.0215 -0.6420
C -0.7796 -0.8865 0.0379
C -0.1043 -0.1047 1.0841
C -0.4527 1.2408 0.8542
C -1.4223 1.3358 -0.2140
C -2.1650 2.5974 -0.5978
C -2.7885 2.4871 -1.9873
C -1.2108 3.7952 -0.5686
C -3.2734 2.7915 0.4465
C 0.7463 -0.5131 2.2941
C 2.1372 -1.0622 1.9526
C 0.9655 0.7083 3.2024
C -0.0395 -1.5383 3.1280
C -0.8153 -2.3803 -0.2866
C -1.8939 -3.0449 0.5813
C -1.2094 -2.5907 -1.7598
C 0.5386 -3.0685 -0.0989
H -2.3572 -0.2483 -1.4234
H -0.0719 2.0828 1.4039
H -2.0319 2.3377 -2.7544
H -3.3274 3.4085 -2.2130
H -3.5073 1.6674 -2.0464
H -0.3747 3.6485 -1.2562
H -0.8125 3.9744 0.4312
H -1.7419 4.6969 -0.8762
H -3.9761 1.9564 0.4298
H -3.8267 3.7079 0.2344
H -2.8587 2.8701 1.4535
H 2.7683 -0.2798 1.5349
H 2.1165 -1.8892 1.2466
H 2.6022 -1.4155 2.8749
H 1.5840 1.4663 2.7198
H 1.4935 0.3838 4.0990
H 0.0225 1.1620 3.5130
H -0.1151 -2.5058 2.6417
H -1.0480 -1.1800 3.3452
H 0.4750 -1.6901 4.0780
H -2.8680 -2.5855 0.4008
H -1.6781 -2.9726 1.6458
H -1.9674 -4.1023 0.3205
H -2.2293 -2.2709 -1.9708
H -1.1545 -3.6556 -1.9872
H -0.5344 -2.0661 -2.4360
H 0.8615 -3.1017 0.9371
H 1.3147 -2.5718 -0.6854
H 0.4656 -4.0992 -0.4481
N 2.4377 0.2788 -0.9139
C 3.5920 0.1882 -1.0488
C 4.9475 0.0188 -1.1494
C 5.7710 1.1214 -1.4975
N 6.4404 2.0172 -1.7743
C 5.4851 -1.2680 -0.8813
N 5.9212 -2.3126 -0.6649
F 0.7855 1.8792 -3.1616
C 0.2894 0.5669 -3.0885
F -0.8893 0.5378 -3.7588
H 0.9982 -0.0712 -3.6265
*
```

Calculated values
LUMO (spin up / spin down), Ha: -0.04515 / -0.06964

Results of the Mulliken charge analysis, in e, for atoms 1 through 5: 0.7922, -0.7147, 0.1895, 0.5344, 0.2645

Least stable = model P